(1)
A cluster of 8 separate species, C44H82BN4O24S in total at a distorted geometry. Source: the Open Molecules 2025 dataset; level of theory: ωB97M-V/def2-TZVPD.

Structure (XYZ):
```
156
Properties=species:S:1:pos:R:3:lowdin_charge:R:1
C 2.844 2.993 1.381 0.114
C 2.676 3.592 0.038 -0.116
N 3.645 3.296 -1.039 0.000
C 3.659 2.281 -2.089 0.019
C 2.475 1.203 -2.323 -0.101
O 2.265 0.976 -3.765 -0.095
C 0.829 1.117 -3.929 -0.397
C -0.089 -0.104 -3.382 0.016
O 0.345 2.154 -4.433 0.091
C 4.979 2.456 -2.925 0.008
C 5.455 1.608 -4.189 -0.123
C 6.614 2.283 -5.078 -0.193
C 8.017 1.609 -4.659 -0.226
C 9.280 2.603 -4.684 -0.200
C 10.566 2.048 -3.821 -0.283
N 10.471 0.606 -3.459 -0.044
N 5.683 3.576 -2.303 -0.059
N 6.905 4.181 -2.579 0.083
C 7.801 3.499 -1.864 -0.507
S 8.795 2.725 -0.771 0.826
C 4.857 4.056 -1.222 -0.011
B 5.246 5.350 -0.277 -0.330
O 5.809 5.155 1.035 0.086
C 4.981 6.822 -0.962 -0.135
C 3.652 6.666 -1.880 -0.121
H 2.329 2.014 1.702 0.097
H 3.529 3.487 2.176 0.093
H 1.792 4.325 -0.106 0.137
H 1.506 1.608 -1.831 0.139
H 2.687 0.199 -1.794 0.147
H -0.863 0.315 -2.650 0.085
H -0.547 -0.586 -4.318 0.108
H 0.567 -0.852 -2.813 0.088
H 4.563 1.416 -4.904 0.126
H 5.780 0.568 -3.800 0.133
H 6.618 3.433 -5.066 0.112
H 6.418 1.987 -6.182 0.123
H 8.254 0.749 -5.387 0.123
H 7.925 1.211 -3.579 0.086
H 9.692 2.776 -5.748 0.113
H 9.047 3.658 -4.263 0.089
H 10.758 2.685 -2.880 0.074
H 11.529 2.154 -4.461 0.116
H 9.881 0.434 -2.636 0.038
H 10.231 0.005 -4.256 0.070
H 5.506 5.860 1.657 0.123
H 4.904 7.649 -0.177 0.112
H 5.858 6.982 -1.703 0.124
H 2.812 6.059 -1.358 0.068
H 3.904 6.204 -2.910 0.096
H 3.175 7.694 -2.128 0.082
C 2.176 -3.772 -4.597 -0.067
C 0.900 -4.376 -5.153 -0.209
O 0.651 -5.672 -4.594 0.010
C 0.190 -5.682 -3.332 -0.632
O -0.029 -4.712 -2.646 0.106
O 0.046 -6.961 -2.949 -0.020
C -0.333 -7.115 -1.582 -0.038
H 3.018 -4.454 -4.742 0.085
H 2.399 -2.822 -5.088 0.076
H 2.097 -3.590 -3.522 0.068
H 1.007 -4.516 -6.231 0.129
H 0.039 -3.719 -4.997 0.121
H -1.236 -6.544 -1.353 0.100
H 0.490 -6.810 -0.931 0.102
H -0.540 -8.172 -1.407 0.101
C -1.999 -2.172 -0.363 -0.055
C -2.104 -0.676 -0.137 -0.227
O -2.783 -0.380 1.089 0.038
C -2.064 -0.568 2.206 -0.586
O -0.917 -0.951 2.259 0.112
O -2.844 -0.286 3.263 -0.005
C -2.228 -0.551 4.520 -0.040
H -2.987 -2.638 -0.315 0.088
H -1.553 -2.384 -1.338 0.068
H -1.386 -2.650 0.404 0.079
H -2.699 -0.232 -0.939 0.121
H -1.122 -0.193 -0.158 0.110
H -1.267 -0.038 4.607 0.077
H -2.103 -1.628 4.653 0.104
H -2.888 -0.181 5.306 0.104
C -5.743 -5.648 8.445 -0.064
C -5.747 -4.135 8.566 -0.205
O -4.988 -3.526 7.512 0.037
C -5.581 -3.502 6.309 -0.559
O -6.678 -3.938 6.046 0.091
O -4.732 -2.936 5.434 -0.002
C -5.199 -2.948 4.086 -0.028
H -4.718 -6.026 8.400 0.083
H -6.254 -6.104 9.295 0.084
H -6.242 -5.976 7.531 0.071
H -5.266 -3.847 9.504 0.124
H -6.764 -3.733 8.589 0.125
H -6.190 -2.495 4.004 0.100
H -5.213 -3.973 3.707 0.105
H -4.503 -2.365 3.481 0.080
C 1.209 14.073 -3.374 -0.067
C 0.975 13.269 -2.108 -0.213
O 0.127 12.140 -2.358 0.034
C 0.705 11.107 -2.991 -0.586
O 1.856 11.048 -3.356 0.112
O -0.227 10.155 -3.177 0.003
C 0.233 9.043 -3.941 -0.046
H 0.257 14.362 -3.826 0.084
H 1.788 14.973 -3.157 0.082
H 1.752 13.490 -4.122 0.074
H 0.457 13.893 -1.376 0.124
H 1.916 12.949 -1.651 0.123
H 1.139 8.612 -3.509 0.077
H 0.407 9.348 -4.975 0.103
H -0.549 8.281 -3.932 0.095
C 6.454 1.641 5.302 -0.068
C 6.203 0.168 5.567 -0.210
O 4.943 -0.036 6.220 0.039
C 3.858 0.080 5.440 -0.583
O 3.853 0.334 4.256 0.097
O 2.770 -0.103 6.207 0.010
C 1.539 0.103 5.517 -0.054
H 6.369 2.217 6.227 0.085
H 7.450 1.792 4.879 0.080
H 5.721 2.051 4.604 0.063
H 6.971 -0.212 6.244 0.126
H 6.260 -0.425 4.650 0.124
H 1.480 -0.513 4.617 0.096
H 1.426 1.161 5.269 0.099
H 0.726 -0.184 6.185 0.093
C -2.476 -6.088 -4.414 -0.043
C -2.736 -7.562 -4.159 -0.186
O -4.003 -7.762 -3.517 0.036
C -5.081 -7.636 -4.307 -0.584
O -5.073 -7.376 -5.487 0.120
O -6.178 -7.818 -3.551 0.000
C -7.403 -7.601 -4.250 -0.046
H -2.566 -5.514 -3.487 0.091
H -1.481 -5.938 -4.828 0.065
H -3.203 -5.672 -5.116 0.087
H -1.977 -7.949 -3.478 0.103
H -2.674 -8.149 -5.079 0.135
H -7.457 -8.210 -5.154 0.098
H -7.509 -6.541 -4.493 0.099
H -8.222 -7.889 -3.589 0.095
C -9.389 -3.305 5.713 -0.071
C -9.636 -4.777 5.980 -0.207
O -10.896 -4.986 6.633 0.033
C -11.981 -4.874 5.850 -0.586
O -11.985 -4.622 4.668 0.116
O -13.071 -5.061 6.617 -0.001
C -14.302 -4.860 5.926 -0.050
H -9.477 -2.727 6.638 0.087
H -8.398 -3.151 5.292 0.045
H -10.124 -2.897 5.014 0.076
H -8.866 -5.153 6.658 0.109
H -9.576 -5.371 5.063 0.129
H -14.358 -5.476 5.026 0.096
H -14.420 -3.803 5.677 0.099
H -15.114 -5.151 6.595 0.093
```

Output
net charge: +1
M: 1094.02 Da
LUMO level: -4.9 eV
orbital gap: 6.147 eV
HOMO energy: -11.1 eV

---

(2)
A cluster of 6 separate species, C44H83N8O12S in total at a distorted geometry. Source: the Open Molecules 2025 dataset; level of theory: ωB97M-V/def2-TZVPD.

Structure (XYZ):
```
148
Properties=species:S:1:pos:R:3:lowdin_charge:R:1
C 6.762 -0.709 2.737 0.016
C 7.026 0.518 3.561 -0.551
O 8.144 0.850 3.827 0.113
O 5.980 1.212 4.034 0.008
C 4.985 1.550 3.044 -0.169
C 4.323 2.855 3.422 -0.154
C 2.861 2.882 2.975 -0.153
C 2.029 3.978 3.668 -0.122
N 0.956 3.455 4.491 0.015
C -0.024 2.591 3.949 -0.369
O -0.886 2.924 3.190 0.125
C 0.232 1.268 4.607 -0.086
C -0.150 -0.012 4.228 0.034
C 0.315 -1.082 5.005 -0.191
C 0.038 -2.537 4.665 -0.162
C -0.626 -2.810 3.317 -0.197
C 0.224 -2.335 2.129 -0.219
C 0.369 -3.342 0.988 -0.197
C 1.594 -3.023 0.119 -0.216
C 1.756 -1.545 -0.206 -0.275
C 0.580 -0.999 -1.028 -0.447
S 1.105 0.331 -2.162 0.981
C 0.314 1.718 -1.492 -0.695
N -0.923 2.044 -1.699 0.054
N -1.162 3.193 -0.986 0.063
C -0.047 3.488 -0.406 -0.179
O 0.928 2.606 -0.668 0.045
C 1.092 -0.834 6.142 0.040
C 1.464 0.455 6.533 -0.040
C 2.343 0.730 7.738 -0.721
O 3.494 1.149 7.517 -0.031
O 1.787 0.476 8.827 -0.034
C 1.022 1.499 5.722 -0.024
C 1.271 2.976 5.799 -0.347
O 1.598 3.654 6.709 0.179
H 7.101 -0.528 1.720 0.083
H 5.719 -1.009 2.766 0.078
H 7.358 -1.534 3.109 0.089
H 5.466 1.600 2.065 0.133
H 4.251 0.744 2.987 0.118
H 4.380 2.920 4.507 0.119
H 4.855 3.676 2.949 0.121
H 2.450 1.883 3.111 0.106
H 2.825 3.074 1.903 0.106
H 2.665 4.563 4.327 0.119
H 1.622 4.661 2.926 0.112
H -0.746 -0.159 3.343 0.106
H 1.018 -3.021 4.631 0.118
H -0.499 -3.002 5.489 0.117
H -1.613 -2.352 3.311 0.111
H -0.750 -3.890 3.245 0.101
H -0.275 -1.461 1.715 0.089
H 1.189 -1.973 2.477 0.114
H 0.385 -4.365 1.352 0.105
H -0.506 -3.236 0.345 0.109
H 2.483 -3.367 0.650 0.111
H 1.579 -3.587 -0.813 0.108
H 1.900 -0.916 0.667 0.103
H 2.656 -1.434 -0.808 0.091
H 0.105 -1.762 -1.636 0.076
H -0.159 -0.563 -0.365 0.077
H 0.095 4.341 0.227 0.132
H 1.440 -1.676 6.724 0.130
C -5.033 2.393 -3.826 -0.067
C -5.597 1.072 -4.340 -0.433
C -4.903 -0.164 -3.749 -0.221
O -3.638 -0.452 -4.300 -0.189
C -2.562 0.294 -3.741 -0.114
N -5.563 1.076 -5.806 0.038
H -4.074 2.633 -4.283 0.066
H -5.716 3.208 -4.065 0.073
H -4.899 2.373 -2.743 0.082
H -6.647 1.023 -4.031 0.131
H -5.525 -1.037 -3.979 0.101
H -4.839 -0.096 -2.654 0.124
H -2.712 0.492 -2.681 0.067
H -2.421 1.236 -4.273 0.074
H -1.653 -0.295 -3.860 0.072
H -6.030 0.242 -6.152 0.066
H -4.594 0.951 -6.088 0.068
C 7.962 5.465 7.633 -0.072
C 6.706 5.850 6.858 -0.425
C 6.309 4.831 5.783 -0.207
O 7.092 4.881 4.601 -0.199
C 8.313 4.165 4.660 -0.106
N 6.884 7.199 6.305 0.032
H 8.868 5.631 7.050 0.061
H 8.044 6.070 8.536 0.072
H 7.932 4.416 7.932 0.082
H 5.881 5.889 7.574 0.138
H 5.290 5.063 5.462 0.112
H 6.288 3.812 6.186 0.130
H 8.219 3.257 5.259 0.087
H 9.121 4.789 5.053 0.071
H 8.574 3.875 3.642 0.083
H 6.012 7.498 5.877 0.067
H 7.530 7.122 5.523 0.063
C -8.883 -3.717 -1.199 -0.070
C -7.969 -2.988 -2.180 -0.431
C -8.488 -2.986 -3.625 -0.204
O -8.308 -4.213 -4.315 -0.195
C -9.294 -5.194 -4.054 -0.111
N -6.620 -3.550 -2.076 0.048
H -8.804 -4.800 -1.294 0.063
H -8.610 -3.463 -0.176 0.076
H -9.928 -3.434 -1.348 0.078
H -7.920 -1.942 -1.863 0.135
H -7.912 -2.249 -4.191 0.115
H -9.537 -2.667 -3.674 0.114
H -10.282 -4.748 -3.900 0.085
H -9.020 -5.794 -3.183 0.075
H -9.344 -5.858 -4.918 0.086
H -5.994 -2.997 -2.657 0.057
H -6.628 -4.462 -2.526 0.070
C -11.689 -2.532 -9.068 -0.072
C -11.094 -3.141 -7.802 -0.432
C -11.430 -2.362 -6.523 -0.208
O -10.677 -1.178 -6.345 -0.193
C -11.168 -0.043 -7.034 -0.103
N -9.649 -3.301 -7.985 0.049
H -11.143 -1.646 -9.389 0.064
H -11.644 -3.251 -9.885 0.074
H -12.736 -2.256 -8.920 0.077
H -11.529 -4.139 -7.685 0.134
H -11.176 -3.002 -5.672 0.105
H -12.505 -2.150 -6.448 0.121
H -12.261 -0.041 -7.080 0.090
H -10.757 0.019 -8.045 0.076
H -10.840 0.840 -6.487 0.088
H -9.261 -3.800 -7.188 0.063
H -9.227 -2.379 -7.926 0.071
C 11.081 -1.836 -2.583 -0.073
C 9.632 -2.257 -2.364 -0.436
C 8.668 -1.077 -2.174 -0.213
O 8.720 -0.470 -0.899 -0.198
C 9.751 0.485 -0.720 -0.099
N 9.578 -3.203 -1.246 0.038
H 11.558 -1.515 -1.658 0.064
H 11.660 -2.675 -2.968 0.074
H 11.151 -1.021 -3.306 0.077
H 9.306 -2.787 -3.264 0.133
H 7.647 -1.458 -2.269 0.121
H 8.802 -0.323 -2.961 0.119
H 9.945 1.042 -1.641 0.089
H 10.673 0.015 -0.371 0.077
H 9.422 1.183 0.049 0.088
H 8.633 -3.567 -1.161 0.071
H 9.717 -2.675 -0.388 0.069
```

Output
net charge: -1
M: 948.26 Da
LUMO level: 1.6 eV
orbital gap: 6.542 eV
HOMO energy: -5.0 eV

---

Question: What is the formula in the first record?
Answer: C44H82BN4O24S